# 1
Computed, not measured: an isolated ion of composition C7H14NO and charge +1 at a distorted geometry, with the ωB97M-V functional and the def2-TZVPD basis.

```
23
Properties=species:S:1:pos:R:3:lowdin_charge:R:1
C -1.24 0.83 1.25 0.056
C -0.14 0.12 1.46 -0.205
C -0.74 0.11 -0.89 -0.466
C 0.63 -0.23 2.64 -0.023
C -0.19 0.83 -2.13 0.007
C -1.51 -1.05 -1.40 0.007
C 1.86 0.04 -0.12 -0.011
N 0.50 -0.39 0.12 0.029
O -1.44 1.06 -0.15 -0.002
H -2.00 1.18 1.92 0.152
H 0.01 -0.50 3.48 0.104
H 1.04 0.68 2.99 0.094
H 1.26 -1.08 2.35 0.105
H 0.05 0.26 -3.00 0.094
H 0.68 1.41 -1.87 0.067
H -0.94 1.59 -2.44 0.127
H -2.17 -1.31 -0.49 0.130
H -0.85 -1.93 -1.63 0.124
H -2.16 -0.77 -2.19 0.090
H 2.09 1.03 -0.51 0.109
H 2.32 0.21 0.92 0.124
H 2.49 -0.70 -0.54 0.100
H 0.46 -1.42 0.23 0.190
```

Results
Frontier orbital gap = 0.3942 hartree
Net charge = +1
SMILES = CC1=COC(C)(C)[N@H+]1C

=====

# 2
Computed, not measured: a 2-piece molecular cluster, C7H14NO3 overall at a distorted geometry, with the ωB97M-V functional and the def2-TZVPD basis.

```
25
Properties=species:S:1:pos:R:3:lowdin_charge:R:1
C -0.80 -0.16 -0.23 -0.217
C -0.69 1.02 -1.21 -0.067
C -3.03 -0.10 0.82 -0.038
C 0.39 1.00 2.09 0.010
C -1.11 0.86 1.98 -0.520
O -1.87 1.23 2.87 0.007
N -1.60 0.15 0.93 -0.127
H -1.28 -1.01 -0.70 0.113
H 0.22 -0.51 -0.06 0.097
H 0.19 0.86 -1.83 0.059
H -0.69 2.00 -0.74 0.069
H -3.17 -0.88 0.08 0.085
H 0.76 1.72 1.36 0.084
H -1.49 0.97 -1.95 0.067
H -3.29 -0.67 1.72 0.092
H -3.62 0.81 0.73 0.088
H 0.61 1.29 3.11 0.079
H 0.86 0.05 1.86 0.083
C 3.02 -0.62 -1.74 -0.054
C 2.53 -2.03 -1.28 -0.807
O 1.44 -2.42 -1.77 -0.123
O 3.25 -2.60 -0.43 -0.104
H 4.03 -0.53 -1.34 0.050
H 2.31 0.14 -1.44 0.022
H 3.05 -0.57 -2.83 0.051
```

Results
Frontier orbital gap = 0.2716 hartree
Net charge = -1

=====

# 3
Computed, not measured: an isolated ion of composition C7H14NS and charge +1 at a distorted geometry, with the ωB97M-V functional and the def2-TZVPD basis.

```
23
Properties=species:S:1:pos:R:3:lowdin_charge:R:1
C -1.19 -0.92 -0.97 -0.052
C -0.81 0.35 -0.63 -0.337
C -0.71 -2.13 -0.35 -0.161
C 1.20 -1.16 0.65 -0.034
C 0.10 0.67 0.48 -0.571
C -1.30 1.54 -1.43 -0.043
C 1.12 1.80 0.22 -0.100
N 0.08 -1.94 0.88 -0.045
S -0.60 0.81 2.22 0.818
H -1.94 -1.01 -1.81 0.155
H -1.60 -2.78 -0.19 0.155
H -0.08 -2.73 -1.08 0.165
H 1.73 -1.28 -0.30 0.129
H 1.85 -0.97 1.47 0.093
H -1.65 2.32 -0.63 0.129
H -2.21 1.30 -1.93 0.066
H -0.54 1.85 -2.24 0.128
H 1.48 1.46 -0.79 0.106
H 1.90 1.45 0.87 0.064
H 0.81 2.83 0.15 0.094
H -0.55 -1.53 1.57 0.099
H 0.34 -2.95 1.18 0.235
H 0.48 1.60 2.49 -0.091
```

Results
Frontier orbital gap = 0.3435 hartree
Net charge = +1

=====

Q: Which value of frontier orbital gap does entry 1 give?
A: 0.3942 hartree